1.
Computed, not measured: a molecular structure, C43H51As2Br2CsN6O3P2, with ωB97M-V/def2-TZVPD.

Results
- HOMO level: -0.23053 hartree
- Lowest unoccupied orbital energy: -0.439 eV
- Energy above the lowest of the compared OMol25 structures with the same formula, charge and spin: 10.2 kcal per mole
- Molecular weight: 1204.43 Da

Last column: Mulliken charge in e.
Positions of all 110 atoms, in Å:
Cs (1.221, -0.358, -1.461)  1.37
C (-1.650, -0.810, 1.594)  0.37
C (-0.417, -0.168, 2.219)  -0.93
As (0.649, -1.396, 3.337)  0.05
C (1.798, -0.039, 4.153)  0.24
C (3.159, -0.085, 3.876)  -0.52
C (4.025, 0.854, 4.429)  -0.36
C (3.533, 1.838, 5.271)  -0.57
C (2.174, 1.885, 5.561)  -0.67
C (1.314, 0.952, 5.005)  -0.28
C (-0.590, -1.667, 4.824)  0.69
C (-1.690, -0.857, 5.095)  0.23
C (-2.526, -1.134, 6.168)  -0.97
C (-2.268, -2.223, 6.989)  -0.54
C (-1.173, -3.033, 6.731)  -0.63
C (-0.345, -2.759, 5.651)  -0.64
As (-1.279, -2.531, 0.691)  0.69
C (-1.661, -3.749, 2.179)  0.13
C (-2.832, -3.672, 2.929)  -0.26
C (-3.067, -4.564, 3.964)  -0.75
C (-2.134, -5.553, 4.252)  -0.41
C (-0.970, -5.643, 3.507)  -0.74
C (-0.734, -4.742, 2.475)  -0.28
C (-3.002, -2.731, -0.221)  0.10
C (-4.128, -1.953, 0.038)  0.43
C (-5.318, -2.181, -0.641)  -0.98
C (-5.396, -3.190, -1.591)  -0.50
C (-4.279, -3.967, -1.861)  -0.64
C (-3.091, -3.736, -1.182)  -0.57
H (-2.055, -0.147, 0.827)  -0.21
H (-2.422, -0.982, 2.346)  0.31
H (-0.685, 0.718, 2.802)  0.62
H (0.277, 0.173, 1.446)  -0.15
H (3.555, -0.859, 3.228)  0.39
H (5.083, 0.808, 4.203)  0.42
H (4.206, 2.566, 5.706)  0.38
H (1.789, 2.648, 6.225)  0.41
H (0.258, 0.982, 5.251)  0.27
H (-1.905, 0.002, 4.471)  0.34
H (-3.379, -0.497, 6.365)  0.41
H (-2.921, -2.439, 7.825)  0.40
H (-0.966, -3.888, 7.362)  0.43
H (0.496, -3.413, 5.446)  0.35
H (-3.575, -2.916, 2.701)  0.31
H (-3.977, -4.489, 4.545)  0.42
H (-2.318, -6.250, 5.060)  0.43
H (-0.240, -6.413, 3.725)  0.40
H (0.184, -4.809, 1.903)  0.34
H (-4.089, -1.162, 0.779)  0.34
H (-6.188, -1.576, -0.418)  0.42
H (-6.324, -3.370, -2.119)  0.39
H (-4.327, -4.746, -2.610)  0.41
H (-2.219, -4.337, -1.415)  0.38
C (-1.093, 1.584, -4.644)  -1.02
C (0.094, 0.904, -5.269)  0.76
C (0.090, 0.639, -6.656)  -1.29
C (1.195, 0.095, -7.233)  -0.91
C (2.339, -0.178, -6.447)  1.01
C (3.545, -0.705, -6.966)  -0.05
Br (3.710, -1.114, -8.814)  -0.27
C (4.615, -0.919, -6.142)  -0.24
C (4.537, -0.616, -4.781)  -0.15
Br (6.066, -0.916, -3.701)  -0.23
C (3.395, -0.088, -4.160)  0.07
O (3.323, 0.206, -2.928)  -0.62
C (2.252, 0.110, -5.063)  -0.62
N (1.121, 0.623, -4.504)  0.52
H (-1.254, 2.563, -5.105)  0.52
H (-0.912, 1.724, -3.581)  -0.27
H (-2.008, 1.005, -4.788)  0.49
H (-0.789, 0.874, -7.243)  0.52
H (1.219, -0.120, -8.292)  0.33
H (5.538, -1.319, -6.537)  0.40
N (-1.569, 1.909, -0.550)  -0.27
N (-2.776, 1.639, -1.207)  -0.23
C (-2.865, 0.544, -2.020)  -0.34
N (-4.008, 0.423, -2.705)  -0.26
N (-1.810, -0.247, -2.021)  0.15
N (-1.781, -1.334, -2.856)  1.34
O (-0.753, -1.986, -2.760)  -0.68
O (-2.679, -1.610, -3.642)  -0.81
H (-1.766, 2.321, 0.350)  0.26
H (-0.944, 2.504, -1.094)  -0.38
H (-3.360, 2.422, -1.465)  0.19
H (-4.803, 0.968, -2.421)  0.22
H (-4.141, -0.420, -3.242)  0.22
C (0.153, 5.424, -2.850)  -1.45
P (0.984, 3.930, -2.173)  1.02
C (2.122, 3.531, -3.547)  -0.92
C (2.166, 4.772, -1.028)  -1.15
C (3.337, 3.894, -0.583)  -1.20
P (2.856, 2.386, 0.364)  0.67
C (2.327, 3.162, 1.943)  -0.76
C (4.528, 1.793, 0.810)  -1.34
H (0.861, 6.150, -3.256)  0.43
H (-0.429, 5.911, -2.064)  0.38
H (-0.538, 5.134, -3.643)  0.33
H (2.819, 4.352, -3.735)  0.51
H (1.547, 3.340, -4.453)  0.39
H (2.670, 2.613, -3.323)  -0.06
H (1.604, 5.131, -0.161)  0.40
H (2.555, 5.659, -1.540)  0.52
H (4.027, 4.487, 0.027)  0.57
H (3.898, 3.552, -1.456)  0.49
H (3.065, 3.872, 2.328)  0.43
H (2.160, 2.392, 2.699)  -0.25
H (1.381, 3.687, 1.795)  0.37
H (5.154, 2.574, 1.248)  0.38
H (5.015, 1.393, -0.081)  0.43
H (4.429, 0.981, 1.532)  0.21



2.
Computed, not measured: C43H51N3O11 in the gas phase, with ωB97M-V/def2-TZVPD.

Results
- HOMO level: -0.27539 hartree
- Lowest unoccupied orbital energy: -0.271 eV
- Energy above the lowest of the compared OMol25 structures with the same formula, charge and spin: 8.6 kcal per mole
- Molecular weight: 785.89 Da

Last column: natural (NBO) charge in e.
Positions of all 108 atoms, in Å:
C (1.452, 5.185, 4.453)  -0.25
O (2.049, 4.379, 3.472)  -0.55
C (1.825, 2.989, 3.660)  0.08
C (0.387, 2.640, 3.377)  -0.29
C (-0.247, 1.527, 3.712)  0.12
O (0.320, 0.518, 4.451)  -0.51
C (-0.178, -0.764, 4.209)  0.44
C (0.632, -1.743, 5.053)  -0.63
H (0.226, -2.745, 4.938)  0.22
H (1.665, -1.725, 4.720)  0.23
H (0.578, -1.441, 6.095)  0.23
O (-1.562, -0.840, 4.567)  -0.50
C (-2.254, -1.297, 3.502)  0.48
C (-3.634, -1.458, 3.501)  -0.21
C (-4.231, -1.879, 2.314)  0.48
C (-3.464, -2.191, 1.150)  -0.23
C (-2.047, -2.084, 1.208)  0.11
C (-1.461, -1.575, 2.385)  -0.34
C (-0.118, -1.161, 2.704)  0.54
O (0.881, -1.035, 2.030)  -0.57
C (-1.296, -2.540, 0.103)  0.16
N (0.042, -2.673, -0.020)  -0.50
C (0.250, -3.185, -1.214)  0.37
C (1.463, -3.500, -1.842)  -0.25
C (1.464, -4.015, -3.110)  0.05
C (0.221, -4.281, -3.741)  -0.26
C (-0.955, -3.985, -3.132)  0.05
N (-0.948, -3.411, -1.904)  -0.33
C (-1.944, -2.989, -1.071)  0.07
C (-3.337, -2.931, -1.197)  0.07
C (-4.074, -2.583, -0.083)  0.31
O (-5.447, -2.589, -0.190)  -0.71
H (-5.671, -2.816, -1.107)  0.51
N (-4.015, -3.144, -2.431)  -0.68
C (-4.162, -2.161, -3.380)  0.67
O (-4.654, -2.413, -4.456)  -0.58
C (-3.739, -0.799, -2.917)  -0.09
C (-2.505, -0.324, -3.122)  -0.19
C (-1.474, -1.016, -3.857)  -0.30
C (-0.208, -0.622, -4.014)  -0.04
C (0.412, 0.630, -3.468)  -0.33
C (-0.002, 1.782, -4.398)  -0.59
H (-1.086, 1.857, -4.445)  0.21
H (0.367, 1.596, -5.404)  0.21
H (0.395, 2.732, -4.053)  0.21
H (0.023, 0.823, -2.466)  0.21
C (1.964, 0.509, -3.404)  0.14
O (2.414, -0.824, -3.471)  -0.76
H (2.264, -1.194, -2.586)  0.50
H (2.368, 0.974, -4.314)  0.17
C (2.624, 1.231, -2.198)  -0.25
C (2.498, 2.745, -2.335)  -0.62
H (3.142, 3.252, -1.623)  0.22
H (1.477, 3.066, -2.145)  0.21
H (2.787, 3.057, -3.336)  0.21
H (3.680, 0.955, -2.270)  0.21
C (2.095, 0.754, -0.824)  0.11
O (1.917, -0.650, -0.880)  -0.79
H (1.486, -0.964, -0.067)  0.53
H (1.113, 1.226, -0.663)  0.17
C (2.983, 1.089, 0.417)  -0.26
H (2.970, 0.164, 1.000)  0.24
C (4.445, 1.423, 0.130)  -0.62
H (4.551, 2.368, -0.392)  0.21
H (4.992, 1.500, 1.066)  0.21
H (4.901, 0.634, -0.462)  0.21
C (2.304, 2.139, 1.313)  0.09
H (1.238, 1.886, 1.366)  0.23
C (2.846, 2.244, 2.755)  -0.25
C (3.226, 0.898, 3.364)  -0.62
H (3.410, 1.012, 4.430)  0.21
H (2.426, 0.180, 3.228)  0.24
H (4.132, 0.506, 2.909)  0.21
H (3.728, 2.891, 2.721)  0.23
O (2.426, 3.447, 0.740)  -0.53
C (1.329, 4.124, 0.431)  0.83
O (0.208, 3.676, 0.447)  -0.63
C (1.671, 5.544, 0.060)  -0.71
H (2.543, 5.567, -0.587)  0.23
H (0.823, 6.019, -0.424)  0.23
H (1.912, 6.074, 0.979)  0.24
H (0.450, -1.226, -4.624)  0.21
H (-1.797, -1.918, -4.361)  0.20
H (-2.266, 0.658, -2.737)  0.21
C (-4.825, 0.005, -2.266)  -0.63
H (-4.498, 1.031, -2.123)  0.23
H (-5.102, -0.401, -1.293)  0.22
H (-5.714, 0.001, -2.897)  0.22
H (-4.228, -4.090, -2.724)  0.41
H (-1.913, -4.186, -3.585)  0.22
H (0.209, -4.723, -4.725)  0.23
C (2.741, -4.254, -3.843)  -0.64
H (3.527, -4.570, -3.162)  0.22
H (2.618, -4.999, -4.625)  0.21
H (3.054, -3.315, -4.301)  0.25
H (2.373, -3.298, -1.303)  0.24
O (-5.567, -1.984, 2.344)  -0.67
H (-5.898, -2.254, 1.472)  0.51
C (-4.468, -1.165, 4.708)  -0.63
H (-5.234, -0.431, 4.465)  0.23
H (-4.975, -2.069, 5.042)  0.23
H (-3.838, -0.787, 5.508)  0.23
H (-1.283, 1.373, 3.431)  0.19
H (-0.165, 3.378, 2.815)  0.24
H (2.054, 2.733, 4.708)  0.18
H (1.828, 4.930, 5.453)  0.17
H (1.723, 6.213, 4.217)  0.19
H (0.361, 5.087, 4.457)  0.17



Electronic energy values (in Ha) by entry order: -12545.76936; -2661.11218.
Orbital gap values (in eV) by entry order: 5.8; 7.2.
Max |F| values (in eV/Å) by entry order: 0.67; 1.27.